The following is a DFT calculation (wB97M-V/def2-TZVPD) of C22H20B3Ba2Br10O24 as an isolated structure.

Values from the calculation:
frontier orbital gap (alpha / beta)	2.2 / 8.1	eV
multiplicity	2
⟨S²⟩	0.750
DFT total energy	-776136.924	eV

Each line ends with the Löwdin spin population.
Element x y z (Å)
Ba (4.333553, -0.415350, 1.134620)  0.0005
Ba (-3.304227, 4.158139, 1.188281)  0.7460
O (-1.370205, 5.862793, 1.946445)  0.0389
C (-0.169257, 5.623320, 1.829189)  0.0231
O (0.299303, 4.367289, 1.996033)  0.0073
B (1.682348, 4.325226, 1.501858)  0.0030
O (2.020388, 5.683370, 1.161599)  0.0012
C (1.056388, 6.513336, 1.444064)  0.0041
O (1.082288, 7.742438, 1.334283)  0.0036
O (1.825912, 3.471663, 0.325462)  0.0015
C (2.689125, 2.505408, 0.599117)  0.0003
O (3.146686, 1.647114, -0.216975)  0.0002
C (3.168544, 2.706150, 2.052608)  0.0001
O (2.610236, 3.751878, 2.529227)  0.0002
O (3.858113, 1.927654, 2.592452)  0.0001
O (-1.769803, 2.117809, 0.713768)  0.0542
C (-1.278353, 1.035551, 0.240599)  0.0056
O (-0.214723, 0.991536, -0.574941)  0.0028
B (0.201472, -0.423902, -0.885476)  0.0007
O (-0.845256, -1.177212, -0.170545)  0.0005
C (-1.722543, -0.452783, 0.462495)  0.0019
O (-2.696094, -0.743816, 1.127679)  0.0061
O (0.187767, -0.776076, -2.236754)  0.0001
C (1.298199, -1.241377, -2.623819)  0.0000
O (1.719710, -1.580509, -3.758096)  0.0000
C (2.244616, -1.265236, -1.392925)  0.0000
O (1.538056, -0.836663, -0.332571)  0.0001
O (3.448544, -1.666414, -1.365330)  0.0000
O (-0.183117, -2.087315, 3.459590)  0.0001
C (-0.046333, -0.913775, 3.693906)  0.0002
O (-0.832575, -0.085333, 4.344365)  0.0003
B (-0.264574, 1.307100, 4.391729)  0.0013
O (1.035623, 1.086607, 3.738424)  0.0002
C (1.193356, -0.071546, 3.339452)  0.0002
O (2.178401, -0.537731, 2.718353)  0.0000
O (-1.244372, 2.159199, 3.614527)  0.0042
C (-1.720650, 3.181719, 4.270966)  0.0036
O (-2.478501, 4.067731, 3.914886)  0.0304
C (-1.000634, 3.070107, 5.695080)  0.0013
O (-0.210756, 2.006087, 5.703015)  0.0003
O (-1.189515, 3.797825, 6.629114)  0.0010
Br (-4.122336, 0.328392, 4.858358)  0.0176
C (-5.249497, -1.103416, 4.057455)  0.0006
C (-6.771900, -0.617463, 3.909688)  0.0012
Br (-8.119416, -1.714645, 4.793931)  0.0009
H (-5.161949, -2.032489, 4.620714)  0.0001
H (-4.910076, -1.190377, 3.025314)  0.0002
H (-7.001343, -0.284680, 2.897414)  0.0015
H (-6.804988, 0.362503, 4.385794)  0.0003
Br (4.819870, -7.378971, -5.327195)  0.0000
C (3.364936, -6.426920, -4.242904)  0.0000
C (3.509862, -4.920123, -4.611131)  0.0000
Br (5.037638, -3.996746, -3.600376)  0.0000
H (3.541973, -6.590880, -3.179950)  0.0000
H (2.411914, -6.845381, -4.566526)  0.0000
H (2.709005, -4.281381, -4.238664)  0.0000
H (3.722422, -4.772869, -5.670013)  0.0000
Br (1.777552, 2.982820, -3.054051)  0.0034
C (2.557666, 2.064341, -4.668039)  0.0001
C (4.051597, 2.311810, -4.743198)  0.0000
Br (4.956014, 1.612960, -3.084701)  0.0000
H (2.025109, 2.353564, -5.574035)  0.0000
H (2.374060, 0.996666, -4.547833)  0.0000
H (4.266923, 3.372477, -4.872519)  0.0000
H (4.511749, 1.799184, -5.587932)  0.0000
Br (0.522280, -4.061459, 0.296035)  0.0001
C (-1.394941, -4.548446, 0.586729)  0.0000
C (-1.675724, -4.920739, 2.063007)  0.0000
Br (-0.950495, -6.624597, 2.343480)  0.0000
H (-1.604751, -5.396081, -0.065646)  0.0000
H (-1.982212, -3.693495, 0.251686)  0.0000
H (-2.765472, -4.903517, 2.046832)  0.0000
H (-1.217022, -4.253389, 2.792621)  0.0000
Br (-2.195156, 2.442855, -4.307187)  0.0264
C (-2.628981, 0.467246, -4.150681)  0.0008
C (-1.592873, -0.368089, -4.942054)  0.0002
Br (-1.485110, 0.132012, -6.975666)  0.0005
H (-3.600247, 0.308996, -4.619394)  0.0001
H (-2.793316, 0.246336, -3.096025)  0.0005
H (-1.815770, -1.428054, -4.820048)  0.0000
H (-0.594130, -0.259962, -4.519045)  0.0000

Forces on atoms 1 to 6 (eV/Å):
-1.3 0.2 -0.2
0.0 0.0 0.4
2.3 0.3 -0.5
-1.4 -1.0 0.7
-0.1 1.0 -0.4
-0.4 0.5 0.6

---

The following is a DFT calculation (wB97M-V/def2-TZVPD) of C22H20BrCl3GeN4O2PtS as an isolated structure.

Values from the calculation:
relative energy (zero: lowest compared OMol25 entry of this formula, charge and spin)	47.2	kcal/mol
frontier orbital gap	5.1	eV
net charge	+2
DFT total energy	-211385.365	eV

Each line ends with the Löwdin charge.
Element x y z (Å)
Pt (0.290200, -0.967200, -0.168400)  0.8531
N (2.501800, -0.435300, -0.369000)  -0.0049
N (3.332800, -1.563500, -0.314400)  -0.0338
C (2.908700, -2.763800, 0.141400)  -0.7802
N (3.802500, -3.741000, 0.245400)  0.1585
S (1.305600, -3.054500, 0.599900)  0.7493
H (2.626000, 0.057500, -1.257700)  0.1427
H (2.674900, 0.217200, 0.410300)  0.1043
H (4.325000, -1.426400, -0.473700)  0.1793
H (4.753100, -3.643300, -0.077600)  0.1429
H (3.514600, -4.656300, 0.562100)  0.1329
Cl (-4.327800, -3.088100, -1.643100)  0.6691
C (-3.889200, -2.673500, 0.045400)  -1.5491
Cl (-3.525900, -4.162700, 0.978000)  0.6645
Cl (-5.188900, -1.734000, 0.829600)  0.6823
C (-2.686800, -1.903300, -0.005200)  -0.2816
N (-1.707200, -1.298200, -0.061700)  0.0773
Ge (0.431100, 3.206600, 0.134600)  1.0835
C (1.839800, 2.919200, 1.493900)  -0.3120
C (1.945600, 1.791200, 2.296200)  -0.1554
C (2.930600, 1.733700, 3.272000)  -0.0778
C (3.804400, 2.797400, 3.441400)  -0.0571
C (3.695600, 3.927000, 2.644800)  -0.0513
C (2.703300, 3.992600, 1.681700)  -0.1060
C (-1.117500, 4.363400, 0.558500)  -0.3215
C (-1.824200, 4.261300, 1.745100)  -0.1030
C (-2.988400, 4.997700, 1.895000)  -0.0594
C (-3.394200, 5.862300, 0.890600)  -0.0542
C (-2.667800, 5.971200, -0.283800)  -0.0631
C (-1.506500, 5.236900, -0.445100)  -0.1254
H (0.992500, 3.610300, -1.240200)  0.0256
H (1.238800, 0.973200, 2.183000)  0.0828
H (2.987500, 0.871200, 3.919200)  0.1091
H (4.562100, 2.760500, 4.209600)  0.1160
H (4.357800, 4.769800, 2.783300)  0.1193
H (2.586200, 4.880600, 1.075800)  0.1084
H (-1.492600, 3.602000, 2.536700)  0.1085
H (-3.560600, 4.904800, 2.803400)  0.1116
H (-4.274900, 6.473700, 1.027300)  0.1151
H (-2.982500, 6.629500, -1.078700)  0.1123
H (-0.916500, 5.324700, -1.350000)  0.0958
Br (-1.122000, 0.817600, -7.102600)  0.7890
C (-1.273100, 0.965400, -5.206000)  -0.6459
C (-0.455600, 0.174600, -4.399100)  -0.1087
C (-0.508900, 0.324800, -3.027900)  -0.0580
C (-1.382900, 1.247900, -2.456100)  -0.1554
C (-2.236900, 1.990600, -3.274500)  0.0129
C (-2.179900, 1.860300, -4.647500)  -0.0832
C (-1.389100, 1.579700, -1.009200)  -0.6003
O (-2.342900, 2.018200, -0.429900)  0.1362
O (-0.179700, 1.474500, -0.399600)  -0.2982
H (0.216300, -0.534500, -4.857400)  0.1054
H (0.130100, -0.297800, -2.384700)  0.0501
H (-2.923700, 2.683900, -2.813000)  0.1316
H (-2.822500, 2.455100, -5.278000)  0.1161

Forces on atoms 1 to 6 (eV/Å):
2.4 1.1 0.6
-2.2 -0.4 0.4
0.4 -0.5 0.0
0.6 0.5 -0.3
-0.3 0.3 0.0
-1.7 1.2 -0.5

---

The following is a DFT calculation (wB97M-V/def2-TZVPD) of C22H20BrCl3GeN4O2PtS as an isolated structure.

Values from the calculation:
relative energy (zero: lowest compared OMol25 entry of this formula, charge and spin)	1.0	kcal/mol
frontier orbital gap	7.0	eV
net charge	+2
DFT total energy	-211387.368	eV

Each line ends with the Löwdin charge.
Element x y z (Å)
Pt (-0.643273, 0.412349, 0.749567)  0.8844
N (-2.614522, 2.471881, 0.034045)  0.0332
N (-1.821930, 3.505045, -0.457210)  -0.0517
C (-0.499411, 3.544173, -0.321658)  -0.7432
N (0.128223, 4.630348, -0.773949)  0.1263
S (0.513213, 2.360345, 0.385578)  0.7438
H (-3.053388, 1.981932, -0.737385)  0.0999
H (-3.321012, 2.856942, 0.650140)  0.1115
H (-2.268778, 4.272031, -0.944061)  0.1680
H (-0.367798, 5.434133, -1.125958)  0.1331
H (1.133087, 4.678305, -0.741543)  0.1139
Cl (0.478457, -0.423240, 5.921792)  0.6690
C (-0.043143, 1.114187, 5.215476)  -1.6097
Cl (1.209039, 2.339178, 5.380599)  0.6840
Cl (-1.566846, 1.648087, 5.916058)  0.6852
C (-0.261301, 0.884491, 3.779383)  -0.2818
N (-0.430266, 0.708459, 2.666232)  0.0157
Ge (1.055833, -2.387614, -0.150074)  1.0625
C (-0.268856, -2.512123, 1.283232)  -0.2798
C (-1.483718, -1.807269, 1.092423)  -0.2497
C (-2.399020, -1.675176, 2.152833)  -0.0691
C (-2.117137, -2.218639, 3.391707)  -0.0522
C (-0.936051, -2.935194, 3.561434)  -0.0355
C (-0.018135, -3.076752, 2.522522)  -0.0786
C (2.356746, -1.046556, 0.344300)  -0.3354
C (2.424025, -0.570635, 1.653635)  -0.1549
C (3.443390, 0.287948, 2.038430)  -0.0699
C (4.402585, 0.682640, 1.114548)  -0.0530
C (4.355327, 0.202381, -0.187646)  -0.0571
C (3.346108, -0.669586, -0.565523)  -0.1013
H (1.734109, -3.496433, -0.939127)  0.0273
H (-1.886663, -1.664820, 0.091545)  0.1039
H (-3.344287, -1.177603, 1.974729)  0.1223
H (-2.822587, -2.130316, 4.206360)  0.1235
H (-0.725381, -3.401258, 4.515855)  0.1225
H (0.898028, -3.625072, 2.705141)  0.1225
H (1.695046, -0.890333, 2.387834)  0.0698
H (3.502625, 0.636780, 3.061662)  0.1075
H (5.200977, 1.348142, 1.414908)  0.1171
H (5.115958, 0.491416, -0.900242)  0.1168
H (3.336445, -1.058836, -1.578145)  0.1091
Br (-1.564746, -0.618478, -8.005002)  0.8402
C (-1.257201, -0.656238, -6.157832)  -0.6707
C (-1.538672, 0.474862, -5.395514)  -0.0960
C (-1.314218, 0.445308, -4.035884)  -0.0010
C (-0.806599, -0.708251, -3.432647)  -0.1339
C (-0.524633, -1.834089, -4.209334)  0.0139
C (-0.751768, -1.810670, -5.570992)  -0.0879
C (-0.569700, -0.736340, -1.993025)  -0.4554
O (-0.110037, -1.823546, -1.476468)  -0.1454
O (-0.870359, 0.270021, -1.281823)  -0.1810
H (-1.928605, 1.361720, -5.874184)  0.1110
H (-1.524368, 1.318014, -3.433121)  0.1143
H (-0.133834, -2.727781, -3.743987)  0.1266
H (-0.540978, -2.678270, -6.179632)  0.1153

Forces on atoms 1 to 6 (eV/Å):
0.0 -0.3 -0.2
0.0 0.0 0.0
-0.1 0.1 -0.1
0.1 0.1 0.0
-0.1 -0.1 0.0
0.1 -0.1 0.1

---

The following is a DFT calculation (wB97M-V/def2-TZVPD) of C22H20ClHoNOPS as an isolated structure.

Values from the calculation:
frontier orbital gap (alpha / beta)	6.7 / 6.8	eV
multiplicity	5
net charge	+2
⟨S²⟩	6.005
DFT total energy	-85105.842	eV

Each line ends with the Löwdin spin population.
Element x y z (Å)
Ho (-1.030705, -0.807166, 2.301240)  4.0389
Cl (0.513070, -2.700086, 2.039657)  -0.0161
C (-0.079817, 1.534859, 2.083481)  -0.0050
O (0.532362, 2.509866, 1.990980)  -0.0007
P (0.047209, 0.201198, -0.187489)  -0.0044
C (-1.456355, -0.218417, -1.139407)  0.0000
C (0.478870, 1.762445, -0.995785)  -0.0015
C (1.263055, -0.918905, -0.943078)  0.0003
C (1.679035, 1.937801, -1.699222)  -0.0005
C (2.006745, 3.193784, -2.208573)  -0.0001
C (1.145443, 4.276334, -2.021566)  -0.0004
C (-0.076814, 4.087439, -1.362263)  0.0000
C (-0.416049, 2.834652, -0.860997)  -0.0004
H (2.343080, 1.085680, -1.844952)  0.0000
H (2.938281, 3.302438, -2.764543)  0.0000
H (1.412894, 5.255270, -2.415346)  0.0000
H (-0.771465, 4.919132, -1.250155)  0.0000
H (-1.380759, 2.679868, -0.369748)  0.0000
C (-2.360606, -1.157256, -0.599434)  -0.0004
C (-3.586725, -1.354492, -1.239788)  -0.0002
C (-3.836935, -0.752672, -2.479012)  -0.0002
C (-2.881545, 0.081199, -3.078708)  -0.0004
C (-1.698535, 0.354091, -2.391664)  0.0000
H (-2.090444, -1.826316, 0.243965)  -0.0001
H (-4.337136, -2.018089, -0.794824)  0.0000
H (-4.769327, -0.936911, -3.013383)  0.0000
H (-3.020523, 0.511475, -4.072365)  0.0000
H (-0.947617, 1.021856, -2.815683)  0.0000
C (1.042455, -1.601564, -2.143444)  0.0000
C (2.005398, -2.480548, -2.634986)  0.0000
C (3.193949, -2.674676, -1.920660)  0.0001
C (3.434944, -1.959900, -0.733173)  0.0000
C (2.470107, -1.087921, -0.248829)  0.0000
H (0.123418, -1.425862, -2.695131)  0.0000
H (1.831474, -2.994730, -3.585096)  0.0000
H (3.949293, -3.356428, -2.309256)  0.0000
H (4.385494, -2.073566, -0.205349)  0.0000
H (2.638794, -0.541963, 0.680741)  0.0000
H (-2.805814, -3.136458, 2.036119)  -0.0003
H (-2.040314, -3.205250, 1.924005)  -0.0004
S (-1.150055, -0.297207, 6.570184)  0.0002
C (0.594148, -0.226567, 6.462194)  -0.0003
C (1.009606, -0.298423, 5.163160)  0.0001
N (-0.054581, -0.410826, 4.258030)  -0.0059
C (-1.271800, -0.318373, 4.859325)  -0.0018
H (1.242395, -0.194431, 7.328098)  -0.0001
H (2.019697, -0.268455, 4.771005)  0.0001
H (-2.237304, -0.305940, 4.311704)  -0.0004

Forces on atoms 1 to 6 (eV/Å):
1.2 -0.8 -1.9
-0.6 0.7 0.1
1.8 3.8 0.6
-2.0 -3.4 0.3
0.3 -1.0 -2.9
-0.3 -0.4 0.4